The following is a quantum chemistry calculation of a single C14H12N6O molecule, from the Open Molecules 2025 dataset.

Geometry as ORCA input:
```
! RIJCOSX wB97M-V def2-TZVPD def2/J DEFGRID3
* xyz 0 1
C -3.417 -1.252 -0.852
C -2.871 -0.526 0.387
C -3.775 -0.769 1.598
C -3.685 -2.199 2.089
O -4.573 -2.807 2.641
N -2.457 -2.764 1.897
N -1.368 -2.164 1.377
C -1.500 -1.085 0.699
C -0.272 -0.477 0.198
C -0.170 0.888 -0.071
C 1.031 1.435 -0.466
C 2.154 0.622 -0.616
N 3.377 1.173 -0.965
N 3.544 2.460 -1.041
C 4.698 2.994 -1.313
C 4.822 4.401 -1.345
N 4.981 5.536 -1.366
C 5.892 2.255 -1.530
N 6.807 1.582 -1.699
C 2.052 -0.754 -0.403
C 0.854 -1.286 0.009
H -2.758 -1.098 -1.707
H -4.407 -0.874 -1.097
H -3.493 -2.322 -0.658
H -2.832 0.543 0.178
H -4.816 -0.546 1.364
H -3.472 -0.126 2.431
H -2.277 -3.663 2.320
H -1.023 1.533 0.061
H 1.126 2.488 -0.658
H 4.164 0.530 -1.097
H 2.915 -1.385 -0.556
H 0.749 -2.344 0.192
*
```

total energy	-944.41515	hartree
SMILES string	C[C@H]1CC(=O)NN=C1c1ccc(NN=C(C#N)C#N)cc1

Löwdin atomic charge list, values in e, 4 entries: C -0.0325; C -0.2938; C -0.0533; C -0.4748



The following is a quantum chemistry calculation of 8 unconnected molecules or ions with the total composition C36H66F5N2O15P2, from the Open Molecules 2025 dataset.

Geometry as ORCA input:
```
! RIJCOSX wB97M-V def2-TZVPD def2/J DEFGRID3
* xyz 1 1
C -2.383 -0.997 -2.660
C -2.572 -1.669 -1.196
O -1.452 -2.513 -0.793
P -1.740 -3.328 0.678
O -2.295 -4.726 0.316
C -0.068 -3.665 1.555
C 1.208 -3.242 0.671
C 1.761 -1.777 0.968
N 2.437 -1.323 2.185
C 2.819 -2.052 3.406
F 2.310 -3.367 3.499
F 4.259 -2.186 3.354
C 2.496 -1.292 4.790
F 3.680 -0.780 5.422
F 2.014 -2.299 5.699
F 1.473 -0.323 4.714
C 2.667 0.095 1.902
C 3.329 1.253 2.780
P 1.957 2.464 3.272
O 0.523 1.889 3.054
O 2.030 3.874 2.276
O 2.035 2.852 4.943
C 2.180 0.551 0.515
N 1.632 -0.705 -0.008
C 1.055 -0.726 -1.381
C 2.081 -0.164 -2.521
O 1.282 0.607 -3.457
C 1.639 1.985 -3.437
O 1.736 2.661 -2.380
O -2.682 -2.470 1.804
C -4.114 -2.655 1.598
C -4.935 -2.309 2.968
H -2.133 0.119 -2.522
H -3.377 -1.027 -3.245
H -1.561 -1.588 -3.196
H -3.531 -2.303 -1.154
H -2.721 -0.778 -0.466
H -0.042 -3.053 2.531
H -0.065 -4.782 1.860
H 2.061 -3.974 0.966
H 1.013 -3.455 -0.446
H 3.989 0.898 3.642
H 4.032 1.841 2.064
H 1.186 3.867 1.751
H 1.495 2.196 5.461
H 2.208 1.556 -0.022
H 0.798 -1.803 -1.718
H 0.078 -0.121 -1.452
H 2.490 -1.090 -3.088
H 2.980 0.391 -2.087
H 1.802 2.498 -4.452
H -4.462 -1.858 0.835
H -4.429 -3.715 1.312
H -4.409 -1.531 3.618
H -5.957 -1.898 2.650
H -5.154 -3.282 3.557
C -5.370 -1.843 -5.708
C -6.238 -2.274 -4.557
O -5.783 -2.404 -3.432
C -7.692 -2.537 -4.846
H -4.348 -1.688 -5.353
H -5.360 -2.619 -6.477
H -5.741 -0.905 -6.121
H -7.784 -3.344 -5.577
H -8.166 -1.628 -5.223
H -8.196 -2.840 -3.925
C 3.993 4.713 6.656
C 4.578 4.720 8.043
O 4.907 5.758 8.585
C 4.741 3.391 8.733
H 3.934 5.738 6.283
H 4.631 4.133 5.985
H 2.986 4.292 6.679
H 5.413 2.752 8.155
H 3.768 2.911 8.849
H 5.174 3.549 9.724
C 5.707 5.486 1.073
C 4.969 4.622 0.089
O 4.486 3.551 0.421
C 4.847 5.129 -1.323
H 5.715 4.995 2.050
H 6.739 5.627 0.742
H 5.204 6.451 1.171
H 5.841 5.254 -1.759
H 4.307 6.078 -1.332
H 4.291 4.404 -1.922
C 8.020 8.815 -0.538
C 8.224 7.415 -1.053
O 8.264 6.461 -0.294
C 8.377 7.239 -2.540
H 7.926 8.790 0.550
H 8.879 9.436 -0.800
H 7.105 9.236 -0.959
H 9.252 7.791 -2.891
H 7.478 7.591 -3.050
H 8.517 6.180 -2.766
C -3.579 2.985 -5.242
C -4.317 2.110 -6.221
O -4.807 1.049 -5.876
C -4.426 2.597 -7.641
H -3.580 2.509 -4.259
H -2.545 3.115 -5.568
H -4.076 3.954 -5.162
H -3.429 2.710 -8.073
H -4.961 3.549 -7.667
H -4.983 1.866 -8.232
C -9.915 -5.567 -1.595
C -9.808 -4.083 -1.368
O -9.627 -3.312 -2.293
C -9.933 -3.588 0.049
H -9.807 -5.779 -2.661
H -9.121 -6.085 -1.053
H -10.894 -5.924 -1.265
H -9.139 -4.018 0.664
H -10.911 -3.857 0.452
H -9.836 -2.500 0.062
C 0.182 -7.740 1.227
C 1.666 -7.778 0.973
O 2.306 -6.756 0.785
C 2.331 -9.128 0.959
H -0.163 -6.704 1.208
H -0.342 -8.297 0.448
H -0.037 -8.164 2.209
H 1.901 -9.746 0.168
H 2.206 -9.614 1.929
H 3.399 -9.004 0.765
*
```

total energy	-3831.15584	hartree

Löwdin atomic charge list, values in e, 4 entries: C -0.0639; C -0.2721; O -0.2884; P 0.7159



The following is a quantum chemistry calculation of a molecular structure, C5H20F6FeN6O13S2, from the Open Molecules 2025 dataset.

Geometry as ORCA input:
```
! RIJCOSX wB97M-V def2-TZVPD def2/J DEFGRID3
* xyz 2 7
Fe 0.054 -0.399 0.360
C 3.294 2.738 -0.639
F 3.816 4.008 -0.568
F 3.462 2.071 -1.820
F 3.942 1.994 0.318
S 1.433 2.773 -0.090
O 0.931 1.399 0.162
O 1.401 3.634 1.098
O 0.755 3.429 -1.236
C -2.510 -2.602 -2.649
F -3.349 -3.633 -2.845
F -2.100 -2.176 -3.792
F -3.207 -1.602 -1.994
S -0.933 -3.086 -1.569
O -1.252 -4.111 -0.571
O 0.134 -3.432 -2.478
O -0.637 -1.817 -0.860
O 1.887 -1.150 -0.300
H 2.192 -2.033 -0.088
H 2.613 -0.756 -0.783
O -1.585 0.668 -0.398
H -2.128 1.175 0.206
H -1.988 0.804 -1.255
O 0.430 -1.874 1.741
H 1.143 -2.511 1.785
H -0.024 -1.964 2.579
O -0.470 0.546 2.107
H 0.196 0.921 2.683
H -1.239 1.100 2.238
C 0.217 0.749 -3.202
O 0.284 0.286 -2.094
N 1.302 1.272 -3.796
N -0.814 0.846 -3.941
H 2.202 1.107 -3.367
H 1.278 1.595 -4.752
H -1.756 0.528 -3.761
H -0.577 1.249 -4.835
C -3.501 -1.464 1.347
O -2.310 -1.404 1.165
N -4.256 -0.410 1.404
N -4.242 -2.541 1.463
H -5.258 -0.394 1.526
H -3.827 0.502 1.458
H -5.231 -2.365 1.567
H -4.008 -3.515 1.337
C 2.841 0.970 3.065
O 2.233 0.278 2.267
N 2.704 2.269 3.100
N 3.419 0.440 4.059
H 2.083 2.650 2.401
H 3.355 2.879 3.574
H 3.599 -0.546 3.928
H 3.999 0.904 4.742
*
```

total energy	-4167.87129	hartree

Löwdin atomic charge list, values in e, 4 entries: Fe 1.1878; C -0.4948; F 0.1427; F 0.1069



The following is a quantum chemistry calculation of a molecular structure, C32H29BCo2O8S, from the Open Molecules 2025 dataset.

Geometry as ORCA input:
```
! RIJCOSX wB97M-V def2-TZVPD def2/J DEFGRID3
* xyz 0 1
C 7.499 0.783 -1.482
C 6.121 0.795 -0.955
C 5.659 0.806 0.349
C 4.212 0.830 0.433
C 3.620 0.865 -0.806
B 2.047 0.905 -1.281
C 1.612 2.494 -1.371
C 1.219 3.220 -0.253
C 0.860 4.576 -0.393
C 0.898 5.180 -1.662
C 1.308 4.439 -2.780
C 1.674 3.094 -2.620
O 2.041 0.293 -2.589
C 1.679 -1.041 -2.340
C 0.875 -1.605 -3.504
C 2.920 -1.900 -2.140
C 0.799 -0.918 -1.001
C -0.626 -0.484 -1.385
C 0.853 -2.184 -0.172
O 1.374 0.153 -0.279
S 4.793 0.861 -2.073
H 8.205 0.816 -0.652
H 7.666 -0.121 -2.082
H 7.652 1.655 -2.132
H 6.312 0.780 1.220
H 3.664 0.833 1.371
H 1.207 2.748 0.733
H 0.557 5.153 0.485
H 0.621 6.228 -1.781
H 1.357 4.887 -3.775
H 2.015 2.521 -3.482
H 0.492 -2.590 -3.206
H 0.041 -0.950 -3.765
H 1.521 -1.704 -4.380
H 2.613 -2.944 -1.992
H 3.540 -1.858 -3.043
H 3.523 -1.563 -1.287
H -1.237 -1.366 -1.617
H -1.104 0.047 -0.553
H -0.604 0.200 -2.252
H 0.127 -2.913 -0.555
H 1.858 -2.611 -0.187
H 0.645 -1.976 0.878
O -7.056 2.491 4.298
C -6.155 1.939 3.830
Co -4.796 1.033 3.163
C -3.932 1.078 4.676
O -3.425 1.064 5.715
C -5.318 -0.653 3.336
O -5.695 -1.707 3.631
C -3.056 1.384 2.158
C -2.358 0.362 1.593
C -1.295 -0.495 1.702
C -1.599 -1.925 1.818
C -0.999 -2.757 2.795
C -1.276 -4.118 2.847
C -2.189 -4.695 1.950
C -2.807 -3.883 0.995
C -2.493 -2.529 0.906
Co -4.035 0.707 0.825
C -5.669 1.586 1.106
O -6.671 2.112 0.833
C -5.077 -0.755 0.737
O -5.832 -1.609 0.537
C -3.751 0.847 -0.923
O -3.677 0.856 -2.084
H -2.655 2.371 2.398
H -0.291 -0.144 1.978
H -0.313 -2.297 3.516
H -0.798 -4.749 3.601
H -2.429 -5.757 2.004
H -3.550 -4.291 0.310
H -2.912 -1.901 0.107
*
```

total energy	-5027.07952	hartree

Löwdin atomic charge list, values in e, 4 entries: C -0.1364; C -0.6013; C -0.1378; C -0.1339



Question: Which value of total energy does entry 3 give?
Answer: -4167.87129 hartree



Question: Which formula does entry 2 have?
Answer: C36H66F5N2O15P2



Question: Which of these has the highest total energy?
Answer: C14H12N6O